Molecular formula: C35H39N7O2PReS2
Method: DFT, wB97M-V/def2-TZVPD

```
! RIJCOSX wB97M-V def2-TZVPD def2/J DEFGRID3
* xyz 1 2
H 3.13257 -0.78133 1.50020
H 3.94990 -4.91802 0.76024
H -2.24250 2.30435 3.05419
C 1.90122 0.47587 3.45291
C -0.17285 4.60408 1.43718
C -3.10096 3.40846 -4.09606
H -1.62372 -4.21313 -1.40412
N -4.04081 -1.05341 -1.33359
N 0.66569 -1.12141 -3.38730
H -0.67936 -5.08587 -0.17951
H 2.96271 2.96557 2.05057
C -2.03294 0.33423 3.85884
H 1.75596 -5.05417 -0.36759
H -1.46992 2.52551 -0.03559
N -0.55925 0.44633 -2.13644
H 0.89422 2.67407 4.59897
H -4.06951 1.49302 -4.36960
C 3.07509 2.24638 -2.51251
H 2.67024 1.51786 1.09560
H 0.85987 -1.48166 -4.30519
N 1.65317 -1.82064 0.53924
C -0.77556 -1.56303 3.03841
H -3.61438 -2.59837 4.51475
C -0.90093 -0.18157 3.22260
N -0.74765 -1.97137 -0.61362
H -1.58418 2.26319 4.68986
C -2.97467 -0.57197 4.33953
C -2.25393 1.20943 -3.32542
H 4.63933 -2.72099 1.75405
N -1.62904 1.24409 -2.21921
H 3.19250 1.33465 -3.09943
O 2.13810 2.02826 -1.44907
O 2.48374 -0.16964 -1.55967
C 3.69829 -2.83018 1.23985
C -2.82621 -1.09859 -0.75096
H -2.48082 3.90491 -3.35467
P 0.44452 0.72943 2.38344
C 1.26535 -2.99533 0.02029
H 0.08880 -1.93640 2.50343
C -2.84365 -1.93457 4.15644
H -4.04084 2.07754 -2.69157
H -0.46605 5.14865 0.55126
C -0.07825 3.21514 1.38290
C 0.48750 4.59517 3.74766
C 1.88236 0.78149 -1.08062
C -2.30127 1.79717 4.01621
H -4.75000 -0.48667 -0.90108
C -0.32260 -0.23616 -3.23935
C 0.57980 3.21784 3.71906
H 4.82947 0.36192 5.97144
H 0.71848 5.13656 4.65101
C 2.84336 -1.74546 1.11090
H 0.88154 -0.79254 4.85357
H -3.29729 1.94836 4.42574
H 5.05650 1.61136 3.86866
H -4.00403 3.99159 -4.24553
H -2.55907 3.36474 -5.03654
C -0.62407 -4.37896 -1.00759
C -3.46868 2.00304 -3.61714
H -3.84875 -0.18363 4.84318
C 1.79612 -0.26601 4.62697
C 2.08503 -4.12711 0.07163
H 0.07026 3.03720 -0.71771
C 0.28112 2.53089 2.54454
C 2.84455 -0.31352 5.52883
H 2.74447 -0.88125 6.44129
H 4.32389 1.94201 1.60359
H 4.03779 2.53649 -2.09660
C -0.38331 2.49234 0.11643
H -4.32933 -1.81667 -1.92376
C 4.01485 0.37582 5.26281
C 3.31360 -4.04697 0.69616
C 0.10637 5.28522 2.60531
H 0.00057 -4.80908 -1.79010
C 3.09852 1.14623 3.16119
H -1.64608 -3.50043 3.31154
H 0.04172 6.36196 2.62739
N -1.97720 -2.00297 -1.13744
C -0.06769 -3.06554 -0.55277
C 4.13762 1.08444 4.08128
C 3.27732 1.93281 1.90292
S -1.49089 0.10727 -4.48911
Re 0.12024 0.32603 0.00227
H 2.67341 3.05079 -3.12432
C -1.73934 -2.43938 3.48921
H 1.43472 -1.08557 -2.71791
S -2.50114 0.08270 0.47572
*
```

As for the molar mass: 871.059 g mol⁻¹. The orbital gap (spin up / spin down) is 0.2374 / 0.2387 hartree. The calculation puts the energy above the lowest of the compared OMol25 structures with the same formula, charge and spin at 0.0 kcal/mol. Its expectation value of S² is 0.77.

Molecular formula: C35H40FN6O8RuSe3Te
Method: DFT, wB97M-V/def2-TZVPD

```
! RIJCOSX wB97M-V def2-TZVPD def2/J DEFGRID3
* xyz -2 6
H -3.44081 -4.40176 2.52010
C -2.47361 -0.87750 4.45441
C 0.57335 2.26135 -3.95607
C -3.69314 4.70511 -1.56450
Se -2.73431 0.36237 -1.34786
C -0.12911 -3.66007 2.72305
C -1.71260 3.51244 1.13743
H 5.05099 -8.42653 2.26204
Se -0.49571 -2.34154 -1.11938
H 1.76866 1.64538 -2.26427
H -1.04885 1.57774 2.73132
O 4.63126 0.23236 -0.71312
C -2.53900 4.70882 0.59538
H 1.26634 -0.21592 2.59034
Ru -0.26245 0.25329 -0.04564
C 2.84993 2.97531 1.13634
H -1.93015 2.52834 4.58632
H 5.08488 -2.37763 1.26741
H -3.24169 -0.90928 5.23275
H 5.62532 -7.44349 3.61082
H -2.77225 1.73903 -4.07122
N -1.20985 0.59646 2.96811
C 2.87596 -4.25548 1.28306
H 3.20013 0.79862 3.70108
C 2.92500 -6.62585 1.68366
O 3.76805 -2.30876 -0.73126
C -1.46734 1.20250 -2.45969
H -1.07148 1.24339 5.46032
O 4.15018 -1.02975 -3.06627
H 4.23363 2.85304 2.77787
N -3.53959 4.81514 -2.93967
N -1.43479 -0.05202 1.71532
C 3.37781 2.40372 2.28736
C 4.72396 -2.77437 2.21803
C 1.05178 -5.74108 0.30288
H -3.57336 4.58361 0.90100
Se 3.70147 -0.79009 -1.54008
H 4.02465 -2.03110 2.60853
H -4.47941 0.95850 4.00987
C 2.30768 -5.52311 1.10051
C -2.36628 0.53397 3.88546
H -2.80069 1.51521 5.76221
N -0.21510 1.21401 -1.97727
H 2.48333 -7.60823 1.53949
C -2.22606 -3.49007 0.93791
C -1.75225 1.75048 -3.71165
C 4.09048 -6.50434 2.42736
C 4.05838 -4.10894 2.02368
H -1.48352 -1.05973 1.86513
O -2.42111 5.21901 -4.87501
H -0.93266 2.72787 -5.42562
C -0.97405 -3.07057 0.59853
H -2.74693 -1.61044 3.69278
C -1.23156 5.20415 -2.80968
F -0.05847 5.48344 -3.39267
N 0.08412 -3.09845 1.47766
H -3.61962 1.93871 2.80834
H -1.45945 -4.55097 4.09586
C -2.39091 5.07972 -3.66760
H 5.55916 -5.12847 3.15616
C -2.46241 -4.04121 2.23511
H 1.03303 -6.75524 -0.10027
O -1.66988 3.45069 2.37965
C 4.74112 -7.71870 3.03470
C 1.77141 2.38686 0.49801
O 2.09514 -0.43446 -1.41328
H -1.51843 -1.18548 4.88312
C -3.69825 0.94346 3.24452
H 0.16570 -5.60438 0.92774
Te 1.98920 -2.49492 0.47894
N -2.52541 4.83171 -0.85534
H 0.74214 -3.73012 3.36412
H -3.01693 -3.42817 0.20106
H -4.02828 0.23642 2.47825
C 4.64364 -5.24241 2.58303
C -2.02053 1.52149 4.99745
H -4.39128 4.70807 -3.46745
H 0.97190 -5.03587 -0.52501
C 1.71452 0.67021 2.15952
H -2.16403 5.63398 1.03542
C 1.19786 1.21564 0.98842
O -1.23854 2.73115 0.28773
H -2.32765 0.23241 1.31029
C -0.72385 2.28219 -4.46056
C 2.80397 1.25269 2.79903
H 5.55968 -2.86274 2.91394
C -1.35686 -4.12297 3.10469
C -1.32356 5.03270 -1.48494
H 3.29420 3.87404 0.72273
H 1.36306 2.85289 -0.38992
O -4.79378 4.54705 -1.07112
H 4.05346 -8.24424 3.70147
H -0.45350 5.06337 -0.84460
H 1.40732 2.65939 -4.51586
C 0.78647 1.71871 -2.70600
*
```

As for the molar mass: 1157.287 g mol⁻¹. The orbital gap (spin up / spin down) is 0.1587 / 0.2259 hartree. The calculation puts the energy above the lowest of the compared OMol25 structures with the same formula, charge and spin at 30.5 kcal/mol. Its expectation value of S² is 8.79.

Molecular formula: C35H40N3OPbS3
Method: DFT, wB97M-V/def2-TZVPD

```
! RIJCOSX wB97M-V def2-TZVPD def2/J DEFGRID3
* xyz -1 1
C 5.65906 2.57017 0.09660
C 3.93078 1.12249 3.72707
H -0.64832 -0.93946 5.29975
H -2.70403 5.68420 2.38730
C -3.49064 4.62332 -0.07763
H -4.03850 5.13558 0.71781
H -2.99307 5.38780 -0.68427
C -0.04810 -0.77156 -2.55644
C 0.48892 0.06317 -5.16429
H -1.40245 6.15377 1.28863
C -4.42275 -1.89797 -0.62493
C 5.11335 3.79553 0.18204
H 3.32648 1.96181 4.07020
N -0.28494 -1.15129 -1.23142
H 1.92441 -3.03154 -2.58788
C -0.79771 -1.22211 4.26353
H 6.75772 4.77353 -0.80723
H -2.17572 -3.14960 0.32654
H 2.09320 -1.79624 -1.34854
C 5.85112 5.03023 -0.26032
Pb -0.19163 1.10119 0.35849
C -0.60940 -0.29402 3.25314
C -1.83043 -4.27555 2.28660
C -0.81145 -0.58773 1.90251
H -1.85243 -4.87869 3.19336
C -2.47613 3.64518 0.47547
H -1.40077 -2.72181 -2.79946
S 3.05067 0.30443 2.35033
H -1.33518 -3.25281 4.71861
H -2.83567 -4.30861 1.84997
C -1.21728 -1.89508 1.61667
C 1.17455 -1.10720 -3.15688
H 3.30140 1.76365 -1.05476
O 3.89178 -0.86201 1.98094
H -1.45130 0.98547 -5.10097
C -1.40129 -2.86581 2.61825
H -1.01470 5.48398 2.87857
C -5.08727 -4.29952 -0.95900
H -1.83913 -5.10378 -2.84058
C 3.84165 3.98267 0.85866
C -1.18500 -2.51237 3.94023
H 5.46795 0.48609 0.73387
H -1.90603 0.26705 -2.77868
H 3.34652 0.04446 -0.42793
C -1.70224 5.41455 2.03926
H -4.16068 -1.75906 0.42584
C -0.97922 -0.00820 -3.26804
H -5.48531 -1.67978 -0.73104
H 5.21618 5.63823 -0.90787
C 4.90199 1.36115 0.43494
H 3.50184 5.00116 1.01303
H 2.36491 -0.93920 -4.92581
C -2.93362 -3.61564 -1.76166
C -1.65289 4.01356 1.46434
C -0.71570 0.40029 -4.56333
H -6.01694 -4.06292 -0.45443
N -1.56457 -2.35018 0.31415
C 3.60669 1.08245 -0.27165
H -3.57201 -6.84767 -2.58675
H 4.90809 1.45549 3.38253
C -4.13476 -3.29489 -1.10567
C 3.16196 2.96453 1.40663
H 2.29539 3.14089 2.02948
H -5.65500 -6.33056 -1.34084
H 0.70362 0.37940 -6.17762
H 6.12117 5.63978 0.60594
H 4.03823 0.37941 4.51470
C -2.75680 -4.88951 -2.30480
S -0.42133 2.99456 2.21914
C 2.15871 -1.97604 -2.42071
C -3.72702 -5.86436 -2.16170
C 3.54584 1.58306 1.13393
N -1.92420 -2.65613 -1.94115
S -2.53585 2.06495 -0.32572
H 3.17752 -1.79975 -2.76553
C 1.42225 -0.67907 -4.45609
H -1.14437 -4.75340 1.58206
C -4.89100 -5.57388 -1.46594
H -3.85628 -1.15988 -1.19150
H -0.31900 0.71529 3.52429
H -4.20283 4.10047 -0.71279
H 6.68608 2.44295 -0.22849
C -1.22714 -1.97308 -0.93500
*
```

As for the molar mass: 822.126 g mol⁻¹. The orbital gap is 0.2048 hartree. The calculation puts the energy above the lowest of the compared OMol25 structures with the same formula, charge and spin at 0.0 kcal/mol.

Molecular formula: C35H40N6O6S2
Method: DFT, wB97M-V/def2-TZVPD

```
! RIJCOSX wB97M-V def2-TZVPD def2/J DEFGRID3
* xyz 0 1
H 3.95546 -1.25806 1.97475
C -4.27720 4.39233 -5.99836
C -3.12590 2.30668 -6.05510
C 3.78149 2.03170 6.57083
C 2.89076 7.01556 6.13672
H 3.47860 -0.10708 6.62157
H 6.19986 -2.71938 1.19836
C -2.84485 -4.53312 -5.47642
H 2.17602 4.04855 4.38408
H -2.39678 1.15186 -1.16086
H 0.33505 -4.84536 0.28061
C -2.55062 -6.31724 -7.02852
H -2.96793 3.78765 -7.60710
C -3.45361 -2.49474 -2.38673
H -4.29771 -0.61341 -3.01021
H 1.78163 -0.64640 1.27520
H 3.84048 4.16640 6.24302
C -2.29662 -5.00030 -6.66020
C -3.84721 -6.55623 -5.04360
C 0.74745 6.29989 5.71355
N -1.04426 -2.60496 -2.28364
H 2.07511 -1.15306 -0.51954
C -3.41066 3.52369 -6.65339
N -3.63869 1.91472 -4.86819
H -0.86403 7.30583 6.72287
H -3.55640 -8.14463 -6.46484
C 3.62018 -1.98298 1.09508
C -3.38778 -1.17047 -2.80684
O 4.69638 -2.71216 -1.48967
H -2.38699 3.12807 2.66424
C -3.34036 -7.11424 -6.20620
H -0.09592 -2.21836 0.71150
H 3.94946 6.88960 5.92950
C 1.07778 8.10109 7.23826
H 0.45597 -3.66185 -1.18118
H -2.05927 0.46374 -3.28962
O 2.35816 -4.42830 -0.57613
H 3.15054 8.64066 7.52182
H -2.26470 -4.19742 -1.80513
H -5.50187 4.67029 -4.24006
H -0.16076 2.07970 3.09491
H 4.50039 2.04285 7.38490
H -3.52383 2.65409 0.48896
C -1.01215 -1.31864 -2.69450
C 2.87105 -5.52534 0.25910
O 6.44627 -2.05407 0.46637
H -4.52507 5.35451 -6.43702
O 4.89395 -0.30883 -0.85695
C 2.08941 -1.57478 0.59076
H -2.67288 -3.51351 -5.14403
C -1.93346 1.37878 -0.20740
C 3.41708 3.21589 5.93885
N 2.07094 6.16686 5.47873
H -4.87224 2.44233 -3.30176
O 2.41317 -5.89805 1.45760
H 1.02912 -3.08573 1.99162
C -4.82296 4.01620 -4.77534
C -2.26577 -3.16359 -2.13806
H 1.83889 -0.04086 4.73806
N 1.93044 2.00258 4.47409
C -0.70070 0.84021 0.12487
H 5.61300 -5.44262 1.63876
S 4.91148 -1.75425 -0.28433
H -0.17581 0.17967 -0.55912
N -3.61664 -5.28219 -4.65875
H 0.69202 8.85200 7.92161
C 2.44651 7.98763 7.01870
H -2.13688 -6.71922 -7.94878
N -0.06487 1.08258 1.29206
C 2.30513 0.86895 5.10571
C -0.69344 1.89900 2.16545
C 3.21592 0.83272 6.14930
H 0.11006 5.60464 5.17440
O 4.06074 -6.26132 -0.26560
C 2.49497 3.15135 4.90653
H -0.01857 -0.89354 -2.80590
H -4.47206 -7.13662 -4.37052
H 3.66786 -3.08764 1.49792
H -2.45784 1.59304 -6.52847
C -2.55643 2.21440 0.71356
C -1.92752 2.48148 1.92527
S 5.16175 -6.60692 0.99159
C -4.47541 2.77987 -4.25512
C 0.20791 7.24263 6.57381
H -4.40689 -2.99405 -2.25559
C -2.14440 -0.56685 -2.96420
H -1.68606 -4.35323 -7.27969
C 0.96633 -2.73755 0.87597
C 1.00720 -4.00312 -0.17878
*
```

As for the molar mass: 704.875 g mol⁻¹. The orbital gap is 0.3452 hartree. The calculation puts the energy above the lowest of the compared OMol25 structures with the same formula, charge and spin at 113.2 kcal/mol. Its SMILES is O=C(OS)OCCCCS(=O)(=O)O.c1ccncc1.c1ccncc1.c1ccncc1.c1ccncc1.c1ccncc1.c1ccncc1.

| no. | F_max (hartree/bohr) |
| --- | --- |
| 1 | 0.057 |
| 2 | 0.011 |
| 3 | 0.022 |
| 4 | 0.163 |